1.
Density functional theory data (the ωB97M-V functional and the def2-TZVPD basis) for a cluster of 2 separate species, C8H19N2O2S in total.

Cartesian coordinates (Å):
H: -1.6277 0.5572 1.3216
H: -2.5999 -2.0886 0.0946
C: -3.0586 -1.6173 1.0272
C: 1.8778 -1.0201 -0.0466
H: -4.2985 0.1662 1.5388
H: 1.1609 -1.1148 -0.8390
C: 2.6703 1.0753 -0.9498
H: 2.2271 -2.0989 0.0976
H: 3.4661 -1.0255 -2.3600
H: -2.1724 -1.4151 1.7658
H: -5.1179 -1.3749 -0.6745
H: -1.9193 1.5893 -1.2762
N: -5.2187 -0.7925 0.0855
C: 3.1598 -0.2428 -0.3928
H: 2.4298 3.0069 2.1872
N: -1.3618 1.1926 0.6079
C: 2.0432 2.0244 0.1087
H: -0.3890 1.4137 0.5159
H: 4.9904 -0.5460 -1.6548
H: -5.8924 0.0126 0.0368
C: -2.1754 1.0952 -0.3715
H: 1.4305 -0.6880 0.8811
H: 4.0810 -2.0025 -1.0761
O: -3.3635 0.5931 -0.4871
H: 3.5933 -0.1361 0.6319
H: -3.7273 -2.4309 1.4897
H: 3.4785 1.5471 -1.3622
S: 3.2976 2.5534 1.2761
O: 0.9259 2.3791 0.1887
H: 2.0479 0.8583 -1.6880
C: 4.0393 -0.9967 -1.3814
C: -3.9970 -0.4738 0.7051

**E_tot**: -26502.1689 eV
**Orbital gap (spin up / spin down)**: 5.86 / 5.72 eV
**LUMO energy (spin up / spin down)**: -2.4 / -7.0 eV
**Energy relative to the best compared isomer or geometry (same formula, charge and spin)**: 0.00 kJ/mol
**Net charge**: +1
**2S+1**: 3
**⟨S²⟩**: 2.0060

Atomic partial charges in e from the Mulliken method, atoms 1 to 8: H 0.2127; H 0.3136; C -1.0582; C -1.3752; H 0.3784; H 0.3384; C -1.1746; H 0.3970


2.
Density functional theory data (the ωB97M-V functional and the def2-TZVPD basis) for a structure of composition C8H19N3O9SZn.

Cartesian coordinates (Å):
H: 20.2528 -18.4283 -4.4726
C: 19.0128 -12.3199 0.3751
H: 16.1311 -13.8382 3.6193
H: 19.1719 -13.9958 -5.1385
H: 18.9046 -10.4930 -0.7084
H: 17.6413 -14.8412 0.6320
O: 14.7883 -13.6328 1.4432
H: 20.5102 -18.3587 -0.3415
N: 20.3348 -18.9553 -1.1876
H: 17.3585 -11.0813 -0.0431
O: 20.2651 -15.2565 2.0524
H: 20.4167 -19.9516 -1.1762
N: 19.3694 -12.6874 1.6385
H: 16.4175 -14.3644 -0.4407
O: 20.9034 -17.2926 0.9072
O: 19.9209 -17.0896 -2.3470
H: 19.0066 -12.2136 2.4424
C: 18.4219 -10.9325 0.1547
C: 15.8749 -14.2325 1.5412
C: 17.6359 -14.5350 -3.7256
O: 21.0593 -15.1624 -0.2881
H: 18.7273 -12.6972 -3.9765
C: 20.1180 -18.2818 -2.3375
H: 16.7916 -13.8376 -3.9386
H: 17.4509 -14.8021 2.9490
H: 15.8951 -15.5648 3.2106
C: 16.3694 -14.6295 2.9116
H: 19.7551 -13.6349 1.7558
N: 16.6541 -14.6030 0.5204
H: 20.9304 -19.8080 -3.6585
O: 20.0378 -14.1175 -3.2814
H: 19.1566 -19.6173 -3.7589
C: 18.9485 -13.7945 -4.0618
O: 17.5574 -15.0363 -2.4409
Zn: 19.3906 -15.0572 -1.6586
H: 17.5144 -15.3860 -4.4455
O: 19.1520 -13.0787 -0.5444
O: 18.9229 -16.0439 0.1413
S: 20.3052 -15.9423 0.7450
H: 18.4917 -10.3351 1.0681
C: 20.1012 -19.0902 -3.6218

**E_tot**: -90759.6785 eV
**Orbital gap**: 5.78 eV
**LUMO energy**: 5.0 eV
**Energy relative to the best compared isomer or geometry (same formula, charge and spin)**: 0.00 kJ/mol
**Net charge**: -2
**2S+1**: 1

Atomic partial charges in e from the Mulliken method, atoms 1 to 8: H 0.3068; C 0.5286; H 0.2721; H 0.2382; H 0.3006; H 0.0294; O -0.7760; H 0.3776


| no. | F_max (eV Å⁻¹) |
| --- | --- |
| 1 | 8.9 |
| 2 | 1.2 |